No. 1
{"formula": "C17H56N8O11", "method": "ωB97M-V/def2-TZVPD", "symbols": ["N", "C", "N", "O", "H", "H", "H", "H", "N", "C", "N", "O", "H", "H", "H", "H", "N", "C", "N", "O", "H", "H", "H", "H", "N", "C", "N", "O", "H", "H", "H", "H", "C", "C", "C", "O", "H", "H", "H", "H", "H", "H", "H", "H", "C", "C", "C", "O", "H", "H", "H", "H", "H", "H", "H", "H", "C", "C", "C", "O", "H", "H", "H", "H", "H", "H", "H", "H", "C", "O", "H", "H", "H", "H", "C", "O", "H", "H", "H", "H", "C", "O", "H", "H", "H", "H", "C", "O", "H", "H", "H", "H"], "xyz": [[3.97, -1.59, 4.20], [3.53, -2.77, 3.85], [2.45, -2.60, 3.10], [4.11, -4.01, 4.11], [4.84, -1.64, 4.82], [3.53, -0.74, 3.94], [2.10, -3.51, 2.87], [1.89, -1.70, 3.01], [1.19, 2.49, 1.33], [2.13, 1.95, 0.60], [2.74, 0.96, 1.19], [2.46, 2.35, -0.69], [0.88, 3.32, 0.84], [1.31, 2.61, 2.34], [3.33, 0.32, 0.66], [2.53, 0.66, 2.15], [1.57, 3.09, -3.23], [0.27, 3.23, -3.09], [-0.34, 3.90, -3.99], [-0.34, 2.82, -1.98], [2.05, 2.80, -2.38], [2.08, 3.85, -3.70], [-1.23, 4.26, -3.73], [0.11, 4.26, -4.86], [4.15, -0.55, -0.99], [3.78, -1.50, -0.27], [4.39, -1.50, 0.86], [2.77, -2.32, -0.54], [3.60, -0.40, -1.89], [5.05, -0.19, -0.97], [3.96, -2.07, 1.59], [5.13, -0.80, 1.12], [-0.35, -2.13, 0.84], [-0.20, -0.79, 0.23], [-0.88, -0.40, -1.02], [-0.41, 0.12, 1.01], [-1.38, -2.35, 0.95], [0.13, -2.22, 1.83], [0.23, -2.95, 0.33], [0.84, -0.79, -0.03], [-0.69, 0.64, -1.44], [-1.98, -0.41, -0.81], [-0.68, -0.96, -1.92], [-0.01, 0.95, 0.77], [-3.49, -2.11, 3.17], [-2.48, -1.85, 4.27], [-2.61, -0.35, 4.56], [-2.51, -2.60, 5.29], [-4.48, -2.37, 3.44], [-3.15, -3.01, 2.76], [-3.70, -1.35, 2.48], [-1.51, -2.04, 3.83], [-2.14, 0.15, 3.71], [-2.10, -0.10, 5.47], [-3.68, -0.07, 4.60], [-1.87, -2.28, 5.93], [-1.66, 0.34, -4.50], [-0.81, 0.80, -5.64], [-1.43, 0.26, -6.98], [-0.87, 2.00, -5.81], [-1.23, -0.49, -3.99], [-2.64, -0.10, -4.59], [-1.82, 1.15, -3.81], [0.22, 0.56, -5.74], [-2.33, 0.75, -7.17], [-1.58, -0.80, -6.95], [-0.75, 0.49, -7.79], [-0.56, 2.43, -5.05], [-2.80, 2.17, 0.58], [-3.21, 0.96, 1.08], [-2.76, 2.07, -0.46], [-1.80, 2.39, 0.83], [-3.46, 2.98, 0.74], [-2.38, 0.58, 1.40], [2.29, -0.77, -3.35], [2.68, 0.58, -3.34], [3.21, -1.24, -3.29], [1.89, -1.03, -4.31], [1.72, -1.10, -2.51], [1.91, 1.13, -3.23], [-4.71, -1.07, -0.42], [-5.55, -0.06, 0.21], [-4.11, -1.61, 0.33], [-4.10, -0.53, -1.19], [-5.36, -1.77, -0.94], [-4.96, 0.45, 0.73], [0.72, 0.25, 4.08], [2.02, 0.60, 3.81], [0.10, 1.04, 3.88], [0.61, -0.04, 5.09], [0.44, -0.56, 3.44], [2.18, 1.45, 4.34]], "lowdin_charge": [0.148, -0.617, 0.146, -0.130, 0.171, 0.056, 0.115, 0.106, 0.165, -0.561, 0.196, -0.106, 0.136, 0.125, 0.061, 0.075, 0.160, -0.670, 0.161, -0.070, 0.061, 0.142, 0.138, 0.167, 0.187, -0.726, 0.154, -0.056, 0.106, 0.115, 0.084, 0.151, 0.006, -0.688, -0.018, 0.001, 0.059, 0.050, 0.109, 0.105, 0.083, 0.078, 0.062, 0.075, -0.028, -0.615, -0.031, 0.046, 0.085, 0.065, 0.043, 0.115, 0.058, 0.065, 0.102, 0.121, -0.014, -0.633, -0.021, 0.019, 0.053, 0.084, 0.076, 0.132, 0.062, 0.067, 0.073, 0.024, -0.146, -0.130, 0.063, 0.057, 0.083, 0.059, -0.143, -0.117, 0.058, 0.082, 0.067, 0.016, -0.137, -0.135, 0.062, 0.077, 0.073, -0.002, -0.155, -0.167, 0.065, 0.089, 0.053, 0.168], "charge": 0, "relative_energy_kcal_mol": 238.01, "homo_lumo_gap_ev": 8.4, "smiles": "NC(N)=O.NC(N)=O.NC(N)=O.NC(N)=O.CC(C)O.CC(C)O.CC(C)O.CO.CO.CO.CO"}

---

No. 2
{"formula": "C17H56O12", "method": "ωB97M-V/def2-TZVPD", "symbols": ["C", "C", "C", "O", "H", "H", "H", "H", "H", "H", "H", "H", "C", "C", "C", "O", "H", "H", "H", "H", "H", "H", "H", "H", "C", "C", "C", "O", "H", "H", "H", "H", "H", "H", "H", "H", "C", "C", "C", "O", "H", "H", "H", "H", "H", "H", "H", "H", "C", "C", "C", "O", "H", "H", "H", "H", "H", "H", "H", "H", "O", "C", "C", "O", "H", "H", "H", "H", "H", "H", "O", "H", "H", "O", "H", "H", "O", "H", "H", "O", "H", "H", "O", "H", "H"], "xyz": [[3.10, -0.82, 4.60], [2.17, -2.06, 4.56], [1.46, -2.43, 5.85], [1.21, -1.90, 3.51], [3.72, -0.75, 3.71], [3.82, -1.00, 5.40], [2.57, 0.12, 4.76], [2.81, -2.87, 4.18], [0.99, -1.51, 6.23], [2.15, -2.77, 6.62], [0.73, -3.21, 5.70], [0.62, -1.19, 3.76], [3.92, -1.33, -3.84], [2.52, -1.53, -4.43], [1.77, -0.24, -4.41], [2.68, -1.99, -5.80], [4.48, -2.24, -3.63], [4.01, -0.68, -2.97], [4.44, -0.72, -4.59], [1.92, -2.32, -3.96], [1.78, 0.25, -3.44], [0.74, -0.26, -4.76], [2.30, 0.43, -5.10], [3.32, -1.36, -6.15], [-1.46, 2.16, -2.61], [-2.64, 3.09, -2.33], [-2.79, 4.08, -3.49], [-3.88, 2.38, -2.28], [-1.64, 1.43, -3.41], [-1.42, 1.51, -1.73], [-0.49, 2.63, -2.70], [-2.59, 3.53, -1.34], [-3.76, 4.58, -3.46], [-2.83, 3.56, -4.45], [-1.99, 4.82, -3.48], [-3.79, 1.49, -1.90], [-0.06, -1.14, -0.83], [1.24, -0.36, -0.70], [1.33, 0.39, 0.63], [2.33, -1.29, -0.72], [-0.91, -0.46, -0.82], [-0.16, -1.76, 0.06], [-0.01, -1.71, -1.76], [1.30, 0.46, -1.42], [1.37, -0.29, 1.49], [0.39, 0.95, 0.71], [2.12, 1.13, 0.67], [2.01, -2.10, -1.14], [-5.32, -2.25, -2.23], [-5.18, -0.81, -1.74], [-5.99, -0.70, -0.42], [-3.82, -0.47, -1.45], [-5.13, -2.30, -3.31], [-6.36, -2.58, -2.23], [-4.68, -2.92, -1.66], [-5.56, -0.09, -2.46], [-5.78, 0.25, 0.05], [-5.70, -1.47, 0.30], [-7.01, -0.86, -0.77], [-3.44, -1.18, -0.92], [-1.25, 1.64, 5.05], [-0.13, 2.53, 5.06], [0.44, 2.74, 3.70], [-0.49, 3.28, 2.76], [-1.97, 2.12, 4.63], [-0.53, 3.46, 5.49], [0.72, 2.31, 5.72], [0.74, 1.78, 3.27], [1.32, 3.37, 3.84], [-0.67, 2.57, 2.13], [1.83, 3.99, 0.17], [1.00, 4.38, 0.48], [2.44, 4.09, 0.91], [-1.94, 1.04, 1.36], [-2.82, 0.77, 1.07], [-1.69, 0.39, 2.02], [1.69, -4.69, -1.05], [0.94, -5.22, -0.75], [2.06, -4.31, -0.24], [2.46, -3.24, 1.45], [2.07, -2.83, 2.26], [2.98, -2.54, 1.03], [4.83, 0.32, -0.44], [4.66, 1.11, -0.96], [4.36, -0.39, -0.90]], "lowdin_charge": [-0.034, -0.466, -0.041, -0.099, 0.080, 0.082, 0.068, 0.133, 0.082, 0.082, 0.082, 0.095, -0.045, -0.477, -0.061, -0.061, 0.089, 0.051, 0.084, 0.135, 0.058, 0.083, 0.088, 0.073, -0.053, -0.470, -0.060, -0.073, 0.089, 0.050, 0.083, 0.132, 0.074, 0.081, 0.077, 0.035, -0.032, -0.457, -0.044, -0.075, 0.048, 0.092, 0.087, 0.116, 0.065, 0.053, 0.072, 0.069, -0.054, -0.460, -0.056, -0.085, 0.081, 0.080, 0.083, 0.141, 0.076, 0.079, 0.081, 0.085, -0.067, -0.254, -0.248, -0.067, 0.084, 0.123, 0.118, 0.106, 0.120, 0.031, -0.061, 0.030, 0.033, -0.043, 0.046, 0.053, -0.066, 0.035, -0.007, -0.066, 0.006, 0.037, -0.064, 0.035, -0.005], "charge": 0, "relative_energy_kcal_mol": 22.39, "homo_lumo_gap_ev": 9.9, "smiles": "CC(C)O.CC(C)O.CC(C)O.CC(C)O.CC(C)O.OCCO.O.O.O.O.O"}

---

No. 3
{"formula": "C17H58F2N6O22", "method": "ωB97M-V/def2-TZVPD", "symbols": ["O", "F", "F", "N", "N", "N", "N", "O", "C", "C", "C", "C", "C", "C", "C", "N", "N", "C", "C", "C", "C", "C", "C", "C", "C", "C", "C", "H", "H", "H", "H", "H", "H", "H", "H", "H", "H", "H", "H", "H", "H", "H", "H", "H", "H", "O", "H", "H", "O", "H", "H", "O", "H", "H", "O", "H", "H", "O", "H", "H", "O", "H", "H", "O", "H", "H", "O", "H", "H", "O", "H", "H", "O", "H", "H", "O", "H", "H", "O", "H", "H", "O", "H", "H", "O", "H", "H", "O", "H", "H", "O", "H", "H", "O", "H", "H", "O", "H", "H", "O", "H", "H", "O", "H", "H"], "xyz": [[3.72, -0.60, -2.48], [-5.22, 1.68, 1.04], [-3.63, 0.34, 1.47], [1.96, -6.68, 1.95], [0.65, -0.37, 0.10], [2.65, -1.43, -0.78], [2.41, -5.75, 1.17], [1.97, -4.89, 3.12], [2.75, -0.49, -1.74], [1.86, -6.18, 3.16], [0.60, 0.45, -0.96], [1.76, -1.34, 0.17], [2.38, -4.68, 1.89], [1.84, 0.60, -1.80], [1.63, 1.67, -2.62], [0.33, 2.15, -2.46], [-0.29, 1.40, -1.38], [-3.01, 2.51, 0.88], [-3.95, 0.83, -0.84], [-1.58, 2.22, 0.38], [-2.47, 0.47, -1.25], [-3.95, 1.33, 0.59], [-1.64, 1.71, -1.03], [2.60, -1.57, 2.47], [3.73, -2.58, 2.49], [1.87, -2.25, 1.37], [2.89, -3.32, 1.43], [1.49, -6.70, 4.00], [2.28, 2.00, -3.43], [-0.19, 2.52, -3.22], [-3.29, 3.42, 0.38], [-2.97, 2.63, 1.94], [-4.52, -0.12, -0.98], [-4.27, 1.64, -1.45], [-1.05, 1.45, 0.98], [-1.00, 3.13, 0.39], [-2.43, 0.09, -2.23], [-2.05, -0.33, -0.61], [-1.92, 2.54, -1.69], [2.86, -0.47, 2.21], [2.00, -1.49, 3.40], [3.86, -2.93, 3.52], [4.62, -2.04, 2.07], [0.86, -2.58, 1.71], [3.40, -3.45, 0.50], [0.42, 2.87, 3.11], [0.08, 2.57, 4.01], [-0.03, 3.75, 2.88], [-0.60, -6.65, 0.43], [0.37, -6.42, 0.58], [-0.64, -7.57, 0.01], [-1.74, -3.69, 2.58], [-1.54, -2.72, 2.37], [-1.11, -4.27, 2.05], [-1.15, -1.11, 2.49], [-1.14, -0.86, 1.51], [-1.40, -0.28, 3.02], [-0.46, 5.28, -3.49], [0.06, 4.72, -4.16], [0.20, 5.69, -2.84], [2.53, 0.40, -5.21], [3.33, 0.91, -4.84], [2.89, -0.37, -5.76], [-0.44, 0.44, -4.89], [0.53, 0.73, -4.80], [-0.51, -0.51, -4.55], [-0.82, 5.15, 2.42], [-1.33, 5.37, 1.58], [-0.02, 5.77, 2.48], [-2.39, 6.05, 0.46], [-2.65, 7.03, 0.47], [-3.11, 5.54, -0.03], [-3.53, -2.61, -2.43], [-3.16, -2.85, -3.34], [-4.51, -2.38, -2.55], [4.48, -4.96, -1.77], [4.96, -4.07, -1.80], [3.66, -4.89, -2.37], [-3.29, 4.29, -3.35], [-3.28, 3.32, -3.64], [-2.33, 4.61, -3.29], [5.37, 1.11, -4.13], [5.40, 0.25, -3.60], [6.23, 1.19, -4.67], [-6.09, -1.69, -2.88], [-6.39, -2.28, -2.12], [-6.88, -1.54, -3.50], [5.15, 0.49, 2.90], [4.41, 0.65, 3.58], [5.69, -0.30, 3.21], [2.20, -0.76, 5.93], [2.29, -0.03, 5.23], [2.48, -0.38, 6.82], [-2.14, 0.86, 4.19], [-2.10, 0.22, 4.98], [-2.75, 1.63, 4.45], [1.08, 3.85, -5.30], [1.92, 4.42, -5.27], [0.73, 3.85, -6.24], [-4.74, 5.50, -1.08], [-4.36, 4.77, -1.66], [-5.28, 6.13, -1.67], [2.26, -6.73, 6.72], [1.27, -6.54, 6.84], [2.36, -7.52, 6.09]], "lowdin_charge": [0.031, 0.049, 0.089, 0.015, 0.165, 0.192, 0.093, 0.163, -0.474, -0.159, -0.183, -0.177, -0.295, -0.032, 0.008, 0.118, 0.027, -0.043, -0.032, -0.103, -0.088, -0.512, -0.296, -0.174, -0.083, -0.220, -0.163, 0.110, 0.118, 0.116, 0.102, 0.115, 0.134, 0.110, 0.115, 0.116, 0.092, 0.126, 0.141, 0.133, 0.111, 0.123, 0.116, 0.145, 0.118, -0.144, 0.048, -0.018, -0.130, 0.013, 0.067, -0.141, -0.015, 0.038, -0.117, 0.049, 0.034, -0.123, 0.006, 0.091, -0.120, 0.033, 0.095, -0.126, 0.014, 0.076, -0.120, 0.015, 0.099, -0.104, 0.106, 0.037, -0.121, 0.069, -0.004, -0.132, 0.061, 0.066, -0.114, 0.080, 0.033, -0.128, 0.057, 0.076, -0.110, 0.098, 0.098, -0.116, 0.060, 0.069, -0.121, 0.053, 0.070, -0.105, 0.101, 0.097, -0.093, 0.109, 0.114, -0.120, 0.036, 0.093, -0.124, 0.072, 0.060], "charge": 0, "homo_lumo_gap_ev": 7.8}